C5H4FNO in the gas phase, computed with ωB97M-V/def2-TZVPD.

Structure (XYZ):
```
12
Properties=species:S:1:pos:R:3:forces:R:3:lowdin_charge:R:1
H -0.8751 -1.4711 0.7748 1.3 0.6 -3.6 0.215
C -1.1800 0.2602 -0.6907 -0.9 -1.3 -1.1 -0.035
O -0.4968 2.0558 1.0043 0.3 0.2 0.4 0.181
C -0.3544 1.0290 0.4488 -1.9 -0.7 -1.6 -0.325
F 0.7364 -0.6797 1.7602 1.1 -0.2 2.0 0.086
N 2.9574 0.9610 -0.3468 -8.6 -7.0 2.0 0.143
C -0.2406 -1.0079 -0.2694 -4.8 -1.3 2.1 -0.107
C 0.5965 -0.1823 0.5361 3.5 1.8 -0.3 -0.576
H 0.1954 -1.8112 -0.8478 -0.3 0.2 -0.4 0.113
H -0.8973 0.7083 -1.7643 -1.0 -1.0 2.4 0.145
C 1.9552 0.1947 -0.0821 7.6 7.1 -1.1 -0.009
H -2.3967 -0.0567 -0.5233 3.6 1.6 -0.7 0.170
```
Positions in Å, forces in eV/Å.

For the gap between HOMO and LUMO, the calculation gives 10.095 eV. Its HOMO energy is -10.47 eV. The energy above the lowest of the compared OMol25 structures with the same formula, charge and spin is 100.15 kcal per mole. The net charge is 0. The molar mass is 113.09 g/mol.